Record 1
Here is a molecular structure, C23H33Br9O15 at a distorted geometry from the Open Molecules 2025 dataset. Energies are from ωB97M-V/def2-TZVPD.

The calculation puts the highest occupied orbital energy (spin up / spin down) at -11.85 / -11.85 eV. The expectation value of S² is 0.76. As for the net charge: +1. The value obtained for the molar mass is 1268.638 g mol⁻¹. The multiplicity is 2.

Each line ends with the Löwdin spin population.
Cartesian coordinates (Å):
C (-25.62, -20.31, -21.21)  0.00
C (-26.39, -21.62, -21.19)  0.00
C (-25.75, -22.54, -20.17)  0.00
O (-26.75, -22.84, -19.29)  0.00
C (-27.91, -22.24, -19.67)  0.00
O (-28.97, -22.66, -19.29)  0.00
O (-27.66, -21.29, -20.64)  0.00
H (-24.69, -20.65, -21.68)  0.00
H (-25.49, -19.90, -20.21)  0.00
H (-26.14, -19.64, -21.90)  0.00
H (-26.64, -22.16, -22.11)  0.00
H (-24.96, -22.04, -19.61)  0.00
H (-25.24, -23.36, -20.69)  0.00
C (-23.59, -18.85, -14.33)  0.00
C (-22.02, -19.04, -14.40)  0.00
C (-21.37, -20.32, -14.81)  0.00
O (-20.40, -19.78, -15.69)  0.00
C (-20.65, -18.55, -16.11)  0.00
O (-20.07, -17.98, -17.08)  0.00
O (-21.63, -18.01, -15.29)  0.00
H (-23.93, -19.66, -13.69)  0.00
H (-24.04, -18.95, -15.32)  0.00
H (-23.84, -17.83, -14.03)  0.00
H (-21.54, -18.70, -13.48)  0.00
H (-21.93, -21.11, -15.31)  0.00
H (-20.83, -20.68, -13.93)  0.00
C (-31.83, -17.92, -17.99)  0.00
C (-30.33, -17.80, -18.14)  0.00
C (-29.81, -18.77, -19.13)  0.00
O (-29.17, -17.96, -20.14)  0.00
C (-29.50, -16.72, -19.97)  0.00
O (-29.23, -15.80, -20.76)  0.00
O (-30.04, -16.55, -18.75)  0.00
H (-32.30, -18.82, -17.58)  0.00
H (-32.28, -17.75, -18.97)  0.00
H (-32.27, -17.21, -17.29)  0.00
H (-29.81, -17.92, -17.19)  0.00
H (-30.62, -19.28, -19.65)  0.00
H (-29.16, -19.58, -18.81)  0.00
C (-26.43, -21.72, -14.33)  0.00
C (-26.24, -21.92, -15.86)  0.00
C (-26.64, -20.67, -16.65)  0.00
O (-25.61, -20.59, -17.60)  0.00
C (-24.51, -21.16, -17.07)  0.00
O (-23.45, -21.04, -17.60)  0.00
O (-24.84, -21.80, -15.93)  0.00
H (-26.14, -20.77, -13.87)  0.00
H (-25.99, -22.62, -13.91)  0.00
H (-27.48, -21.85, -14.05)  0.00
H (-26.60, -22.84, -16.32)  0.00
H (-26.76, -19.72, -16.13)  0.00
H (-27.59, -20.86, -17.15)  0.00
C (-29.64, -24.96, -13.94)  0.00
C (-30.09, -24.62, -15.29)  0.00
C (-31.59, -24.32, -15.44)  0.00
O (-31.62, -23.00, -16.00)  0.00
C (-30.43, -22.47, -15.92)  0.00
O (-30.16, -21.29, -16.25)  0.00
O (-29.53, -23.40, -15.60)  0.00
H (-29.85, -26.03, -13.82)  0.00
H (-30.11, -24.39, -13.14)  0.00
H (-28.56, -24.81, -13.95)  0.00
H (-29.80, -25.39, -16.01)  0.00
H (-32.16, -24.36, -14.51)  0.00
H (-32.13, -24.89, -16.20)  0.00
C (-20.31, -20.82, -19.51)  -0.03
Br (-21.74, -21.65, -20.58)  0.18
Br (-19.38, -19.37, -20.67)  0.18
Br (-19.05, -22.25, -18.88)  0.58
H (-20.76, -20.39, -18.62)  0.00
C (-22.49, -24.75, -17.33)  0.00
Br (-23.71, -26.11, -16.47)  0.01
Br (-21.32, -25.42, -18.75)  0.08
Br (-21.37, -23.93, -15.95)  0.01
H (-23.09, -23.91, -17.68)  0.00
C (-25.34, -16.33, -18.51)  0.00
Br (-24.13, -17.66, -19.39)  0.00
Br (-24.28, -15.05, -17.33)  0.00
Br (-26.88, -17.14, -17.54)  0.00
H (-25.62, -15.71, -19.36)  0.00

Record 2
Here is 7 unconnected molecules or ions with the total composition C18H53N3O8 at a distorted geometry from the Open Molecules 2025 dataset. Energies are from ωB97M-V/def2-TZVPD.

The calculation puts the highest occupied orbital energy at -8.90 eV. As for the net charge: 0. The relative energy (zero: lowest compared OMol25 entry of this formula, charge and spin) comes out at 82.1 kJ/mol. The value obtained for the molar mass is 439.635 g mol⁻¹. As for the SMILES: COC[C@H](C)N.COC[C@H](C)N.COCCNCCOC.CO.CO.CO.CO.

Each line ends with the Mulliken charge.
Cartesian coordinates (Å):
C (6.68, -14.31, 9.27)  -0.61
O (6.62, -14.16, 7.87)  -0.19
C (7.89, -14.23, 7.28)  -0.82
C (7.72, -14.23, 5.76)  0.39
C (6.96, -15.51, 5.33)  -0.93
N (9.03, -14.36, 5.17)  -0.62
H (7.39, -13.56, 9.67)  0.41
H (7.09, -15.30, 9.56)  0.24
H (5.71, -14.28, 9.74)  0.02
H (8.44, -13.35, 7.64)  0.42
H (8.45, -15.11, 7.60)  0.33
H (7.06, -13.35, 5.51)  0.20
H (7.42, -16.38, 5.82)  0.07
H (6.96, -15.61, 4.23)  0.56
H (5.91, -15.39, 5.55)  -0.02
H (9.48, -13.46, 5.32)  0.26
H (8.88, -14.51, 4.16)  0.28
C (0.34, -18.73, 13.34)  -0.75
O (1.45, -18.66, 12.50)  -0.36
C (1.25, -17.85, 11.35)  0.24
C (0.34, -18.60, 10.27)  0.27
C (1.05, -19.87, 9.83)  -0.95
N (0.06, -17.72, 9.13)  -0.64
H (-0.42, -19.34, 12.87)  0.30
H (-0.14, -17.79, 13.66)  0.29
H (0.72, -19.26, 14.23)  0.28
H (0.72, -16.94, 11.57)  0.40
H (2.20, -17.76, 10.89)  -0.54
H (-0.62, -18.82, 10.78)  0.32
H (0.45, -20.57, 9.25)  0.44
H (1.37, -20.46, 10.72)  0.35
H (1.99, -19.61, 9.33)  -0.08
H (-0.51, -18.23, 8.47)  0.26
H (0.88, -17.43, 8.61)  0.16
C (4.20, -20.93, 3.11)  -0.70
O (4.03, -19.65, 3.68)  -0.39
C (3.03, -19.55, 4.65)  -0.59
C (3.39, -20.17, 5.96)  -0.42
N (4.40, -19.35, 6.67)  -0.13
C (4.94, -20.13, 7.82)  -0.95
C (6.16, -19.46, 8.39)  0.28
O (7.10, -19.41, 7.36)  -0.41
C (8.22, -18.62, 7.71)  -0.66
H (3.20, -21.42, 2.96)  0.32
H (4.77, -21.62, 3.72)  0.26
H (4.75, -20.78, 2.16)  0.25
H (2.07, -19.98, 4.24)  0.47
H (2.85, -18.48, 4.65)  0.19
H (3.75, -21.17, 5.84)  0.51
H (2.48, -20.17, 6.61)  0.11
H (5.16, -19.16, 6.02)  0.20
H (5.20, -21.13, 7.45)  0.51
H (4.19, -20.24, 8.58)  0.26
H (6.49, -20.04, 9.27)  0.43
H (5.92, -18.48, 8.79)  -0.40
H (8.93, -19.28, 8.24)  0.33
H (7.97, -17.81, 8.39)  0.16
H (8.66, -18.26, 6.79)  0.26
C (2.19, -13.67, 10.23)  -0.20
O (1.61, -12.36, 10.46)  -0.58
H (3.09, -13.54, 10.81)  0.19
H (1.57, -14.43, 10.68)  0.24
H (2.48, -13.87, 9.18)  0.09
H (0.88, -12.23, 9.87)  0.30
C (5.05, -17.61, 11.35)  -0.37
O (6.45, -17.50, 11.12)  -0.44
H (4.83, -18.51, 11.93)  0.45
H (4.65, -16.76, 11.92)  0.39
H (4.53, -17.69, 10.38)  -0.26
H (6.91, -17.57, 11.98)  0.26
C (4.31, -16.05, 7.78)  -0.27
O (3.30, -16.98, 7.44)  -0.18
H (4.31, -15.86, 8.87)  -0.07
H (5.29, -16.50, 7.59)  0.07
H (4.15, -15.08, 7.28)  0.38
H (3.65, -17.84, 7.11)  0.23
C (1.41, -14.09, 6.36)  -0.64
O (1.10, -15.33, 6.94)  -0.48
H (2.14, -13.48, 6.89)  0.24
H (1.80, -14.21, 5.34)  0.27
H (0.41, -13.62, 6.34)  0.22
H (1.84, -15.97, 6.97)  0.30

Record 3
Here is 2 unconnected molecules or ions with the total composition C11H18 at a distorted geometry from the Open Molecules 2025 dataset. Energies are from ωB97M-V/def2-TZVPD.

The calculation puts the highest occupied orbital energy at -9.35 eV. As for the net charge: 0. The relative energy (zero: lowest compared OMol25 entry of this formula, charge and spin) comes out at 371.3 kJ/mol. The value obtained for the molar mass is 150.265 g mol⁻¹. As for the SMILES: c1ccccc1.CCCCC.

Each line ends with the natural charge from an NBO analysis.
Cartesian coordinates (Å):
C (5.43, -1.06, -0.48)  -0.24
C (4.92, -1.28, 0.84)  -0.19
C (4.04, -0.29, 1.27)  -0.25
C (3.75, 0.72, 0.45)  -0.18
C (4.09, 0.95, -0.85)  -0.23
C (4.94, -0.14, -1.27)  -0.20
H (6.21, -1.69, -0.88)  0.22
H (5.21, -2.07, 1.54)  0.22
H (3.56, -0.55, 2.30)  0.22
H (3.27, 1.67, 1.13)  0.19
H (3.79, 1.83, -1.42)  0.23
H (5.20, -0.16, -2.34)  0.21
C (-1.78, 2.38, -0.10)  -0.61
C (-2.26, 0.99, 0.68)  -0.40
C (-3.48, 0.30, -0.08)  -0.40
C (-3.86, -1.19, 0.34)  -0.41
C (-4.77, -1.84, -0.71)  -0.62
H (-1.43, 2.23, -1.11)  0.21
H (-2.50, 3.19, -0.05)  0.21
H (-0.73, 2.75, 0.38)  0.20
H (-2.53, 1.27, 1.74)  0.20
H (-1.56, 0.06, 0.77)  0.21
H (-4.39, 1.02, -0.23)  0.19
H (-3.30, 0.04, -1.07)  0.19
H (-4.20, -1.41, 1.40)  0.20
H (-2.95, -1.70, 0.58)  0.20
H (-4.26, -1.61, -1.67)  0.20
H (-4.66, -3.03, -0.63)  0.21
H (-5.78, -1.40, -0.53)  0.22

Record 4
Here is a single C13H11N3O2 molecule at a distorted geometry from the Open Molecules 2025 dataset. Energies are from ωB97M-V/def2-TZVPD.

The calculation puts the highest occupied orbital energy at -8.06 eV. As for the net charge: 0. The relative energy (zero: lowest compared OMol25 entry of this formula, charge and spin) comes out at 0.0 kJ/mol. The value obtained for the molar mass is 241.250 g mol⁻¹. As for the SMILES: O=C(N/N=C/C=C\c1ccco1)c1cccnc1.

Each line ends with the natural charge from an NBO analysis.
Cartesian coordinates (Å):
O (-2.84, -2.73, -0.39)  -0.59
C (-2.41, -1.60, -0.31)  0.66
N (-1.06, -1.39, -0.38)  -0.43
N (-0.46, -0.21, -0.20)  -0.21
C (0.81, -0.14, -0.23)  0.00
C (1.45, 1.13, -0.08)  -0.23
C (2.77, 1.38, -0.02)  -0.19
C (3.87, 0.46, 0.03)  0.21
C (4.00, -0.88, 0.32)  -0.28
C (5.38, -1.18, 0.25)  -0.32
C (5.99, 0.00, -0.07)  0.11
O (5.10, 0.98, -0.19)  -0.39
C (-3.28, -0.41, -0.13)  -0.20
C (-4.46, -0.56, 0.61)  -0.12
C (-5.30, 0.52, 0.77)  -0.26
C (-4.94, 1.72, 0.17)  0.05
N (-3.85, 1.86, -0.56)  -0.42
C (-3.04, 0.83, -0.71)  0.09
H (-0.49, -2.23, -0.52)  0.38
H (1.43, -1.02, -0.41)  0.16
H (0.76, 1.97, -0.05)  0.23
H (3.09, 2.41, 0.00)  0.23
H (3.23, -1.57, 0.59)  0.22
H (5.85, -2.12, 0.42)  0.23
H (7.03, 0.25, -0.23)  0.21
H (-4.68, -1.52, 1.05)  0.24
H (-6.21, 0.44, 1.34)  0.22
H (-5.55, 2.60, 0.26)  0.19
H (-2.17, 1.00, -1.33)  0.21

Record 5
Here is a molecular structure, C7H13MnO2SSe2 from the Open Molecules 2025 dataset. Energies are from ωB97M-V/def2-TZVPD.

The calculation puts the highest occupied orbital energy (spin up / spin down) at -11.11 / -11.29 eV. The expectation value of S² is 8.77. As for the net charge: +1. The relative energy (zero: lowest compared OMol25 entry of this formula, charge and spin) comes out at 27.8 kJ/mol. The value obtained for the molar mass is 374.104 g mol⁻¹. The multiplicity is 6.

Each line ends with the Löwdin spin population.
Cartesian coordinates (Å):
Mn (0.41, -0.25, 1.79)  4.57
C (0.50, 1.34, -2.77)  0.00
Se (0.17, -0.43, -2.05)  0.02
C (-1.67, -0.12, -1.50)  0.00
C (-2.23, -1.37, -0.83)  0.01
Se (-1.12, -1.91, 0.70)  0.05
C (-2.53, -2.55, 1.88)  0.01
H (0.17, 2.10, -2.05)  0.00
H (-0.01, 1.47, -3.72)  0.00
H (1.57, 1.44, -2.91)  0.00
H (-2.28, 0.10, -2.38)  0.00
H (-1.73, 0.73, -0.82)  0.00
H (-2.24, -2.22, -1.50)  0.00
H (-3.22, -1.20, -0.42)  0.00
H (-2.88, -3.50, 1.50)  0.00
H (-3.33, -1.82, 1.92)  0.00
H (-2.11, -2.69, 2.87)  0.00
S (0.01, 0.63, 5.30)  0.08
C (0.18, 0.14, 3.89)  0.06
C (3.75, 1.85, -0.14)  0.01
O (2.36, 1.99, 0.29)  0.01
C (1.73, 0.95, 0.78)  0.05
O (2.31, -0.16, 0.92)  0.11
H (3.75, 1.84, -1.23)  0.00
H (4.18, 0.93, 0.25)  0.00
H (4.26, 2.72, 0.23)  0.00

What is the formula in the third record? C11H18

Which of these has the lowest molar mass? C11H18

Which of these has the lowest molar mass? C11H18

The highest molar mass belongs to which entry? C23H33Br9O15